ORCA calculation (wB97M-V/def2-TZVPD) on C10H15NO4 as an isolated structure at a distorted geometry.

Its LUMO energy (alpha / beta) is 0.5 / 0.5 eV.

Last column: Löwdin charge in e.
Geometry (Å):
O 0.05 2.17 -0.38  0.07
O -3.26 -0.13 -1.08  0.04
O 1.92 0.05 -2.11  0.11
O 3.20 -1.17 -0.52  0.05
N 1.61 0.44 0.26  -0.18
C -2.03 -2.36 0.27  -0.07
C -3.13 1.86 0.15  0.00
C -1.10 0.02 -0.14  -0.08
C -2.52 0.50 -0.35  -0.39
C 2.03 -0.41 -0.86  -0.39
C 2.44 1.75 0.36  0.00
C -0.20 1.02 -0.16  -0.26
C -0.97 -1.54 -0.30  -0.36
C 1.49 -0.17 1.62  -0.03
C 0.13 -2.05 -0.77  0.16
H 3.64 -1.27 -1.37  0.10
H 0.64 -2.87 -1.09  0.03
H -3.88 1.51 0.84  0.07
H -3.88 2.05 -0.72  0.12
H -2.53 2.70 0.44  0.06
H 0.99 0.09 -2.25  0.10
H 3.50 1.46 0.49  0.10
H -1.48 -3.17 0.79  0.10
H 2.45 -0.72 2.04  0.14
H 2.20 2.26 -0.54  0.07
H -2.55 -1.78 0.94  0.05
H 2.11 2.40 1.21  0.11
H 0.59 -0.76 1.65  0.07
H -2.70 -2.62 -0.62  0.12
H 1.23 0.72 2.19  0.09

ORCA calculation (wB97M-V/def2-TZVPD) on C10H15NO6 in the gas phase.

Its LUMO energy is 0.3 eV.

Last column: Löwdin charge in e.
Geometry (Å):
O 1.46 1.55 0.13  0.04
O -1.57 -2.03 0.13  -0.03
O -2.12 -0.15 1.24  0.12
O 3.69 0.06 1.06  0.14
O -0.73 1.94 0.42  0.03
O 5.05 -1.66 0.81  0.11
N 2.05 -0.80 -0.95  0.01
C -1.35 -0.76 0.54  -0.45
C 3.29 -1.51 -0.79  -0.07
C -0.47 3.32 0.65  -0.20
C 4.10 -1.04 0.45  -0.52
C -0.38 4.09 -0.67  -0.06
C -3.96 -2.21 -0.34  -0.06
C -2.80 -2.63 0.55  -0.22
C -0.05 -0.28 0.06  -0.02
C 0.91 -1.16 -0.36  -0.01
C 0.30 1.14 0.19  -0.42
H -1.28 3.94 -1.25  0.08
H -2.62 -3.70 0.48  0.12
H 3.92 -1.37 -1.67  0.14
H 0.74 -2.22 -0.25  0.15
H -4.86 -2.73 -0.03  0.08
H -0.26 5.15 -0.46  0.08
H 3.10 -2.58 -0.67  0.14
H 2.91 0.53 0.69  0.08
H -4.12 -1.14 -0.25  0.07
H 0.46 3.42 1.21  0.13
H 0.48 3.75 -1.24  0.07
H -3.75 -2.45 -1.38  0.08
H -1.31 3.67 1.25  0.13
H -3.00 -2.34 1.58  0.12
H 2.15 0.20 -1.12  0.14

ORCA calculation (wB97M-V/def2-TZVPD) on C10H15NS in the gas phase at a distorted geometry.

Its LUMO energy is 0.8 eV.

Last column: Löwdin charge in e.
Geometry (Å):
S 2.26 -1.17 1.42  1.02
N 0.24 1.72 1.76  0.01
C 1.32 -0.10 0.44  -0.46
C -1.01 -0.19 1.52  -0.16
C 2.90 -0.93 -1.18  -0.16
C -0.02 0.72 0.79  -0.60
C 1.76 -0.11 -0.91  -0.15
C -1.21 0.31 -1.60  -0.18
C -1.72 -1.08 0.49  -0.21
C -2.25 -0.38 -0.72  -0.21
C -0.60 1.28 -0.51  -0.16
C 3.23 -1.55 0.01  -0.42
H 1.38 1.82 1.60  0.15
H 0.15 1.97 -0.89  0.11
H 1.24 0.42 -1.71  0.09
H -0.56 -0.78 2.31  0.10
H -2.31 -1.75 1.09  0.10
H 3.25 -1.18 -2.28  0.15
H -0.96 -1.82 0.25  0.11
H -1.61 0.45 2.13  0.10
H -0.43 2.62 1.82  0.15
H -2.85 -1.19 -1.37  0.15
H -1.56 0.85 -2.42  0.09
H -1.48 1.79 -0.03  0.11
H -0.46 -0.41 -1.93  0.09
H -2.83 0.65 -0.46  0.15
H 4.13 -1.95 0.38  0.03

ORCA calculation (wB97M-V/def2-TZVPD) on a 2-piece molecular cluster, C10H15NSi2 overall at a distorted geometry.

Its LUMO energy is -0.7 eV.

Last column: Löwdin charge in e.
Geometry (Å):
Si 0.28 -0.69 1.05  0.98
Si -1.95 -1.28 -2.28  0.26
N -2.05 -0.93 -0.67  -0.30
C 2.73 -2.15 1.01  -0.03
C 1.88 1.19 -0.51  -0.11
C 0.76 0.93 0.24  -0.33
C -0.18 1.93 0.35  -0.11
C 1.40 -2.15 0.82  -0.24
C -2.26 -0.89 2.65  -0.08
C 0.01 3.21 -0.21  -0.05
C -0.97 -0.61 2.61  -0.27
C 2.15 2.44 -1.03  -0.10
C 1.15 3.36 -0.95  -0.12
H -0.62 0.11 3.34  0.03
H -2.89 -0.41 3.38  0.06
H -2.52 -1.69 1.85  0.08
H 0.90 -3.06 0.45  0.07
H -2.71 -0.33 -3.33  -0.10
H 3.31 -3.04 1.02  0.05
H 3.04 2.85 -1.65  0.15
H -1.17 1.73 0.95  0.13
H -2.70 -0.20 -0.41  -0.07
H 3.40 -1.37 0.86  0.03
H 1.38 4.32 -1.53  0.13
H 2.66 0.36 -0.53  0.11
H -0.78 -0.80 -2.94  -0.15
H -0.69 3.92 -0.15  0.07
H -2.50 -2.66 -2.43  -0.10

Calculated total energy in order - -745.50692; -896.28612; -842.86371; -1023.56550 Eh
Calculated relative energy (zero: lowest compared OMol25 entry of this formula, charge and spin) in order - 756.2; 0.0; 277.4; 188.3 kJ/mol